[1]
25
Properties=species:S:1:pos:R:3:lowdin_charge:R:1 method="wB97M-V/def2-TZVPD" orbital_gap_ha=0.3199 homo_ev=-8.945 lumo_ev=-0.241 charge=0
C -2.05382 -0.07794 0.65056 -0.10
C -1.29015 -1.15037 0.85285 -0.17
C -1.53773 -0.01472 -1.73391 -0.11
C -2.07173 0.57265 -0.63813 -0.70
C 1.05044 1.76797 -0.41359 -0.47
C -0.81783 -1.35571 -1.62515 -0.16
C -0.37346 -1.61266 -0.15379 -0.65
C 2.20954 0.88985 1.78850 -0.03
C 1.10564 0.69411 0.74889 -0.31
N 1.21318 -0.60700 0.08930 0.03
O 0.97538 1.18899 -1.63021 0.02
O 1.03090 2.96426 -0.16973 0.08
Cl -2.72386 2.16371 -0.76596 0.71
Cl 0.06998 -3.33955 0.15515 0.65
H -2.71525 0.31584 1.45451 0.13
H -1.19724 -1.84078 1.73633 0.12
H -1.80421 0.35295 -2.74458 0.13
H -1.66527 -2.04452 -1.80327 0.13
H 0.05336 -1.40343 -2.37217 0.15
H 2.32891 0.03358 2.54608 0.12
H 3.10487 1.18705 1.31370 0.07
H 1.97928 1.67111 2.41047 0.04
H 0.15015 0.80474 1.30987 0.13
H 1.81499 -1.28521 0.50185 0.06
H 1.16391 0.12508 -1.50758 0.14


[2]
129
Properties=species:S:1:pos:R:3:mulliken_spin:R:1 method="wB97M-V/def2-TZVPD" orbital_gap_ha="0.3709 / 0.1728" homo_ev="-20.958 / -20.958" lumo_ev="-10.865 / -16.257" multiplicity=2 charge=+5
C -1.08368 -3.81111 2.82700 -0.01
C -2.38453 -3.04744 2.89642 0.00
C -2.55221 -2.12367 1.65014 -0.05
N -3.60530 -0.98094 1.83905 -0.01
C -4.89549 -1.52746 2.54547 0.00
C -5.88484 -0.38655 2.74335 0.00
C -5.26713 0.60483 3.76481 0.00
C -3.93298 1.13710 3.31888 0.00
C -2.92563 0.07803 2.81385 0.02
C -3.86931 -0.30027 0.44916 0.01
H -0.24397 -3.12257 2.73275 0.00
H -0.98720 -4.46830 1.96278 0.00
H -0.84657 -4.30962 3.76688 0.00
H -2.35390 -2.42924 3.79364 0.00
H -3.12636 -3.84548 2.86619 0.00
H -2.91926 -2.74507 0.83329 0.00
H -1.67263 -1.56346 1.33298 0.08
H -4.63362 -1.99704 3.49364 0.00
H -5.23368 -2.32578 1.88487 0.00
H -6.83827 -0.76691 3.10993 0.00
H -6.08125 0.08051 1.77826 0.00
H -5.13467 0.23652 4.78211 0.00
H -5.78546 1.54609 3.94773 0.00
H -3.47291 1.82002 4.03306 0.00
H -4.31185 1.75313 2.50338 0.00
H -2.50020 -0.36184 3.71586 0.00
H -2.10550 0.54209 2.26600 -0.02
H -4.20145 -1.02490 -0.29428 0.00
H -2.90004 -0.10046 -0.00765 -0.01
H -4.41959 0.63703 0.53135 0.00
C 0.13948 -3.15490 -0.76596 0.10
C -0.72958 -3.41322 -2.01805 -0.01
C -1.64368 -2.32837 -2.37742 0.01
N -2.31142 -2.51054 -3.86032 0.00
C -3.55365 -1.67944 -3.89532 0.00
C -3.23673 -0.14742 -3.75127 0.00
C -2.29783 0.27813 -4.99476 0.00
C -1.07525 -0.60670 -4.94355 0.00
C -1.38518 -2.07635 -5.01454 0.00
C -2.87846 -3.96216 -4.13609 0.00
H 0.75406 -2.25470 -0.77201 -0.04
H 0.75587 -4.02838 -0.55339 0.00
H -0.51080 -2.87263 0.06203 -0.04
H -1.31614 -4.31795 -1.85836 0.00
H -0.14772 -3.69219 -2.89652 0.00
H -1.11529 -1.37669 -2.43388 0.00
H -2.44589 -2.41645 -1.64475 0.00
H -4.25040 -1.96688 -3.10791 0.00
H -4.06959 -1.79341 -4.84869 0.00
H -2.68739 0.00846 -2.82282 0.00
H -4.15822 0.43465 -3.73969 0.00
H -2.10978 1.34427 -5.12157 0.00
H -2.87676 0.05838 -5.89178 0.00
H -0.44706 -0.42499 -4.07151 0.00
H -0.42270 -0.37028 -5.78403 0.00
H -0.50336 -2.71667 -4.99218 0.00
H -1.98750 -2.28821 -5.89796 0.00
H -2.07098 -4.69184 -4.07576 0.00
H -3.35133 -3.93406 -5.11778 0.00
H -3.66618 -4.23250 -3.43288 0.00
C 8.13889 -1.67913 -2.14342 0.00
C 6.54389 -1.59355 -2.04633 0.00
C 5.93879 -0.77604 -0.93484 0.00
N 4.44754 -0.84912 -0.64459 0.00
C 3.97721 -2.04642 0.28104 0.00
C 4.34574 -1.79126 1.70055 0.00
C 3.81466 -0.44777 2.29066 0.00
C 4.44316 0.64347 1.46375 0.00
C 3.99402 0.57793 0.02241 0.03
C 3.69819 -1.01118 -1.97236 0.01
H 8.45797 -0.75329 -2.62206 0.00
H 8.50061 -2.43237 -2.84332 0.00
H 8.75103 -1.76902 -1.24604 0.00
H 6.24598 -2.60513 -1.77057 0.00
H 6.04013 -1.27715 -2.95969 0.00
H 6.07550 0.25808 -1.25111 0.00
H 6.59925 -0.90394 -0.07721 0.00
H 4.45524 -2.97333 -0.03587 0.00
H 2.88825 -2.08982 0.30041 0.00
H 5.43480 -1.75247 1.67740 0.00
H 4.14723 -2.61077 2.39127 0.00
H 4.02858 -0.25811 3.34250 0.00
H 2.72466 -0.44959 2.29036 0.00
H 5.52433 0.56013 1.35327 0.00
H 4.42113 1.64184 1.90065 0.00
H 4.36794 1.39850 -0.58993 0.00
H 2.91140 0.68456 0.09067 -0.01
H 3.86359 -0.11441 -2.56947 0.00
H 2.62261 -0.91481 -1.82421 -0.01
H 3.89805 -1.99831 -2.38919 0.00
C -1.33744 3.44475 2.27819 0.02
C -0.35058 3.87934 3.34750 0.00
N -0.47872 2.90549 4.38715 0.00
C -0.25670 1.51828 4.34295 0.00
C -0.70156 1.06705 5.63401 0.00
N -1.25017 2.09710 6.37921 0.00
C -1.05325 3.25185 5.59202 0.00
C -2.08924 2.01254 7.58544 0.00
H -1.01078 2.51427 1.81386 0.00
H -1.42075 4.19390 1.49084 0.00
H -2.36531 3.29098 2.60672 0.00
H -0.52358 4.87476 3.75654 0.00
H 0.65385 3.86980 2.92428 0.00
H 0.21945 0.99320 3.52811 0.00
H -0.68909 0.11493 6.14365 0.00
H -1.35637 4.19521 6.02167 0.00
H -1.56652 1.78362 8.51413 0.00
H -3.04222 1.51678 7.40066 0.00
H -2.46734 2.99312 7.87459 0.00
C 1.33422 2.21466 -5.01019 0.00
C 0.71402 2.02291 -3.61890 0.00
N 1.08443 3.15056 -2.70067 -0.01
C 0.42678 3.43597 -1.49234 0.06
C 1.07607 4.54557 -0.94937 0.02
N 2.21257 4.87234 -1.68375 0.00
C 2.13633 4.11298 -2.84192 0.01
C 3.27431 5.89313 -1.51505 0.00
H 0.82187 1.44611 -5.58892 0.00
H 2.40105 2.04743 -5.15849 0.00
H 1.05170 3.19685 -5.38912 0.00
H 1.02071 1.06900 -3.18983 0.00
H -0.37532 1.98503 -3.61619 0.00
H -0.34991 2.80443 -1.08699 -0.05
H 0.96167 5.11545 -0.03912 0.00
H 2.85044 4.13848 -3.65173 0.00
H 4.16473 5.41253 -1.92033 0.00
H 3.29015 6.29988 -0.50391 0.00
H 3.24812 6.56975 -2.36920 0.00
Br 0.21092 0.41824 0.39762 0.86


[3]
36
Properties=species:S:1:pos:R:3:lowdin_charge:R:1 method="wB97M-V/def2-TZVPD" orbital_gap_ha=0.3750 homo_ev=-10.479 lumo_ev=-0.275 smiles=O.O.O.O.O.O.O.O.O.O.O.O charge=0
O -0.01854 -1.28605 0.07226 -0.07
H -0.76184 -0.68792 -0.06458 0.01
H 0.40704 -1.33264 -0.79128 0.01
O 0.46214 4.39250 -0.82564 -0.04
H 0.25485 3.49614 -1.11300 0.01
H 1.41457 4.37727 -0.67859 0.05
O 3.10084 -0.37580 -2.05175 -0.06
H 2.56469 -0.98903 -2.56700 0.05
H 3.24996 -0.83740 -1.21887 0.02
O 2.64657 0.38434 2.48620 -0.04
H 2.48449 1.23503 2.90935 0.05
H 2.90284 0.61516 1.58618 0.03
O -1.14120 0.04519 2.94738 -0.07
H -2.09427 -0.08454 2.88559 0.03
H -0.79220 -0.40653 2.17076 0.00
O 3.32419 -2.19914 0.97085 -0.05
H 2.67402 -2.13393 1.67938 0.03
H 3.84278 -2.97875 1.19946 0.04
O 1.05102 0.87646 -2.05688 -0.07
H 0.23214 0.37572 -1.96925 0.02
H 1.53087 0.68555 -1.24307 0.01
O 0.45195 1.33500 0.42137 -0.07
H 0.55158 2.07672 -0.18601 0.02
H 0.97151 1.59126 1.19168 0.06
O -2.79620 0.02822 -1.59379 -0.03
H -2.05522 -0.27670 -2.12948 0.04
H -2.88410 0.96006 -1.82385 0.05
O -0.15813 -3.17347 -1.40520 -0.07
H 0.75006 -3.40073 -1.17600 0.04
H -0.64697 -3.30521 -0.58504 0.05
O -1.97031 1.37931 0.87888 -0.07
H -2.83734 1.54602 0.49230 0.04
H -1.40892 1.18384 0.12019 -0.01
O -5.11241 -1.29942 0.22956 -0.06
H -4.64465 -0.64563 0.76130 0.02
H -4.42515 -1.92077 -0.03612 0.03


[4]
69
Properties=species:S:1:pos:R:3:mulliken_spin:R:1 method="wB97M-V/def2-TZVPD" orbital_gap_ha="0.3135 / 0.3149" homo_ev="-10.833 / -10.950" lumo_ev="-2.302 / -2.381" multiplicity=4 charge=+1
V 0.85489 0.06793 -0.15041 3.05
C 4.64111 -1.94654 0.36868 -0.01
C 3.84017 -1.05746 -0.34808 0.01
N 2.57330 -1.15005 0.03738 -0.06
N 2.52562 -2.09408 1.00938 0.01
C 3.76618 -2.58244 1.22049 0.03
B 1.21771 -2.67099 1.60527 -0.02
N 0.16470 -2.85970 0.47074 0.00
C -0.57749 -3.91310 0.09316 0.02
C -1.48393 -3.50424 -0.86224 0.00
C -1.23742 -2.14314 -1.00589 0.00
N -0.25427 -1.75430 -0.19480 0.00
N 0.47985 -1.78729 2.68244 -0.02
C -0.49625 -2.32784 3.44119 0.00
C -1.27973 -1.33036 3.97009 0.00
C -0.71837 -0.15320 3.48887 0.01
N 0.32890 -0.44270 2.72274 0.05
N 1.57525 -3.98099 2.27410 0.00
C 1.80808 -5.20677 1.73367 0.00
C 2.35471 -6.00142 2.70591 0.00
C 2.45404 -5.15505 3.82726 0.00
N 1.98423 -3.95004 3.56931 0.00
H 5.70017 -2.10589 0.27991 0.00
H 4.12208 -0.35266 -1.11495 0.00
H 3.93236 -3.34739 1.95985 0.00
H -0.45416 -4.87856 0.55029 0.00
H -2.21929 -4.10759 -1.36237 0.00
H -1.73202 -1.42327 -1.63665 0.00
H -0.55107 -3.39540 3.55597 0.00
H -2.11856 -1.43557 4.63304 0.00
H -0.97515 0.87507 3.67349 0.00
H 1.63233 -5.42273 0.69343 0.00
H 2.64976 -7.03162 2.61494 0.00
H 2.83368 -5.37797 4.81116 0.00
C 0.49693 2.17116 -1.95828 0.02
C -0.10847 3.37891 -2.72384 0.01
N -1.31871 3.82925 -2.05183 0.00
C -1.01629 4.14020 -0.65778 0.00
C -0.55398 2.86319 0.08394 0.07
N -0.42782 1.74206 -0.87653 -0.07
C -1.75319 1.47059 -1.48135 0.05
C -2.32377 2.77217 -2.09577 0.00
H 1.45577 2.43339 -1.49444 0.00
H 0.66154 1.32089 -2.63062 0.01
H -0.36071 3.09904 -3.74681 0.00
H 0.60454 4.20195 -2.77069 0.00
H -1.90763 4.56106 -0.19229 0.00
H -0.24182 4.90813 -0.63551 0.00
H -1.25176 2.54939 0.86133 -0.01
H 0.41766 2.99538 0.55892 -0.02
H -2.39827 1.05905 -0.70369 -0.01
H -1.61212 0.70247 -2.24484 0.00
H -3.20099 3.11301 -1.54548 0.00
H -2.62653 2.61237 -3.13085 0.00
C 3.07411 2.94906 2.16572 0.00
Ge 1.57771 2.09873 3.09567 0.00
C 2.10185 1.46279 4.86910 0.00
C 0.16270 3.43993 3.36326 0.00
C 1.21107 0.49406 1.98815 -0.14
H 3.51452 3.73645 2.77673 0.00
H 2.75352 3.40239 1.22531 0.00
H 3.85398 2.21878 1.94502 0.00
H 2.71139 2.21041 5.37650 0.00
H 2.68144 0.54169 4.79652 0.00
H 1.23083 1.26399 5.49393 0.00
H 0.50763 4.11677 4.14686 0.00
H -0.78283 3.01971 3.70719 0.00
H -0.03599 4.04492 2.48052 0.00
H 2.20111 0.04031 2.12363 -0.02


[5]
61
Properties=species:S:1:pos:R:3:lowdin_charge:R:1 method="wB97M-V/def2-TZVPD" orbital_gap_ha=0.2120 homo_ev=-10.888 lumo_ev=-5.119 charge=+1
W 2.09119 1.33487 -0.98068 1.17
C -1.70720 3.23690 -1.70953 0.01
C -0.66493 2.56787 -0.86631 -0.40
O 0.48898 2.39534 -1.48273 -0.40
C -0.91481 2.21035 0.41790 0.00
C 0.00507 1.61551 1.32235 -0.29
C -0.42368 1.38692 2.73363 -0.01
N 1.22372 1.29424 0.96070 -0.11
N 2.03942 0.79258 1.97147 0.13
C 3.25858 0.71960 1.57337 -0.41
O 3.60425 1.11663 0.35620 -0.40
C 4.32030 0.18681 2.44002 -0.15
C 5.62506 0.09681 1.96421 -0.02
C 6.62451 -0.40897 2.78003 -0.06
C 6.32370 -0.82375 4.06905 -0.07
C 5.02141 -0.73348 4.54566 -0.06
C 4.01960 -0.22979 3.73622 -0.02
H -1.39493 3.25639 -2.75086 0.09
H -1.85861 4.26262 -1.37004 0.10
H -2.66042 2.71602 -1.62106 0.08
H -1.90522 2.40886 0.79971 0.13
H -1.44404 1.72836 2.87816 0.09
H 0.24842 1.89970 3.42088 0.10
H -0.36702 0.32243 2.95923 0.09
H 5.85093 0.42356 0.95881 0.11
H 7.63867 -0.47848 2.41043 0.11
H 7.10508 -1.21786 4.70517 0.11
H 4.78899 -1.05638 5.55146 0.11
H 3.00262 -0.15398 4.09552 0.11
Se 2.21526 0.55660 -3.52879 0.32
Se 4.18837 1.10692 -2.50428 0.34
Se 3.03179 3.26566 -2.34162 0.25
Se 2.92542 3.85111 -0.19985 0.39
C -5.76543 -0.11402 -4.08660 -0.04
C -4.95672 -0.54759 -2.89691 -0.26
C -5.44636 -1.51179 -2.01742 -0.02
C -4.71878 -1.90057 -0.90641 -0.04
C -3.48230 -1.31413 -0.66759 -0.28
C -2.97517 -0.34319 -1.52120 -0.06
C -3.71575 0.02748 -2.63303 -0.03
S -2.52689 -1.87063 0.70384 0.65
O -3.40369 -2.43142 1.67975 -0.26
O -1.59038 -0.82840 1.03208 -0.28
N -1.61318 -3.12062 0.13838 -0.12
C -0.59248 -2.82016 -0.86125 -0.18
C 0.70293 -2.33777 -0.19018 -0.04
C 1.21957 -1.05137 -0.70877 -0.58
O 2.45577 -0.74931 -0.69813 -0.13
O 0.47102 -0.10311 -1.09194 -0.13
H -6.41511 -0.91473 -4.43626 0.08
H -5.12311 0.19506 -4.91036 0.08
H -6.40017 0.73482 -3.82444 0.09
H -6.41360 -1.96103 -2.20510 0.12
H -5.10830 -2.63756 -0.21650 0.12
H -2.01568 0.10916 -1.30394 0.09
H -3.32538 0.77530 -3.31367 0.11
H -2.17408 -3.94619 -0.02243 0.12
H -0.95254 -2.07193 -1.57359 0.11
H -0.40093 -3.73099 -1.42424 0.13
H 1.50008 -3.07818 -0.19255 0.14
H 0.46618 -2.10708 0.85402 0.14


[6]
14
Properties=species:S:1:pos:R:3:lowdin_charge:R:1 method="wB97M-V/def2-TZVPD" orbital_gap_ha=0.3378 homo_ev=-8.485 lumo_ev=0.707 charge=0
C 2.38416 -1.43135 -0.11376 -0.46
C 1.90711 -0.18907 -0.00706 -0.74
C -0.10660 -0.50274 0.21459 -0.25
C -2.29246 0.78460 -0.06727 -0.06
C -0.69383 0.88779 0.09821 -0.20
N -0.27466 -1.72244 0.09254 -0.32
S 1.05014 -2.69710 -0.04650 0.87
Br 2.90746 1.37063 0.03890 0.69
H 3.33504 -1.95545 -0.00600 0.06
H -2.79971 0.61924 0.85281 0.06
H -2.54940 0.19281 -0.88521 0.04
H -2.55031 1.80292 -0.44799 0.08
H -0.19400 1.43073 0.98390 0.13
H -0.12293 1.40943 -0.70716 0.10


[7]
51
Properties=species:S:1:pos:R:3:lowdin_charge:R:1 method="wB97M-V/def2-TZVPD" orbital_gap_ha=0.3695 homo_ev=-12.286 lumo_ev=-2.231 charge=+1
C 1.02350 -0.26311 -1.36445 -0.23
C 0.26453 1.07389 -1.13074 -0.10
C -0.29914 1.18829 0.21506 -0.21
C -0.25993 2.28626 1.07063 -0.01
N -0.86189 1.82453 2.26171 0.13
C -1.15514 0.52415 2.15323 -0.04
N -0.90878 0.17168 0.89387 0.18
N 0.61953 -0.86382 -2.64730 0.00
H 2.08397 -0.07818 -1.23925 0.11
H 0.79420 -1.11264 -0.71690 0.08
H 0.90077 1.91973 -1.37147 0.10
H -0.53807 1.13826 -1.87518 0.11
H 0.21602 3.23663 0.97539 0.10
H -0.77650 2.39958 3.09204 0.18
H -1.28478 -0.15517 2.97024 0.16
H -0.91121 -0.79107 0.54978 0.13
H 0.91640 -1.82072 -2.72200 0.05
H 1.13550 -0.39189 -3.38133 0.09
H -2.92363 1.51814 -3.17996 0.08
H -3.05763 1.83415 -1.63636 0.04
O -2.96840 1.13648 -2.29994 -0.03
H 3.97030 -0.28809 2.35742 0.08
H 2.96199 -0.74748 1.23785 0.02
O 3.09183 -0.11645 2.00811 -0.08
H 2.71578 -2.04792 -0.35711 0.04
H 2.42011 -2.83471 0.71461 0.08
O 3.16616 -2.21101 0.49202 -0.05
H -3.32503 3.91056 0.23303 0.06
H -1.90650 4.17730 -0.33494 0.03
O -2.47855 3.49710 0.03812 -0.04
H -1.09858 -4.03492 1.37675 0.06
H -1.72516 -2.73108 0.86110 -0.01
O -0.91063 -3.29139 0.79698 -0.09
H 0.41326 4.15639 -0.36288 0.01
H 0.91891 4.62288 -1.77328 0.08
O 0.26353 4.07180 -1.30872 -0.04
H 1.38747 -2.73053 3.19025 0.07
H 1.47501 -1.44726 2.51411 0.01
O 0.88222 -2.21941 2.53759 -0.07
H -1.15590 -1.59108 -2.26519 0.03
H -2.25521 -0.42350 -2.09071 0.01
O -1.98832 -1.33569 -1.82858 -0.08
H -3.74932 -2.43410 0.72228 0.08
H -2.87439 -1.58514 -0.33679 0.03
O -3.04634 -1.78944 0.61439 -0.07
H 2.74141 1.39523 1.51132 -0.02
H 3.62801 2.77581 1.34263 0.04
O 2.77824 2.34263 1.24358 -0.09
H 0.68583 -4.46531 -1.89288 0.06
H 0.26896 -3.73232 -0.50444 0.00
O 0.73560 -3.66806 -1.35375 -0.06


no.,calculated total energy (hartree),F_max (eV Å⁻¹),M (g mol⁻¹)
1,-1475.0794,3.64,236.10
2,-4490.5093,4.47,729.04
3,-917.1837,1.50,216.18
4,-4451.9105,0.38,572.95
5,-11539.3497,0.64,958.20
6,-3220.9576,5.13,192.08
7,-1201.4232,3.20,310.32